This record from OMol25 describes a single C4H12OP2 molecule at a distorted geometry. The level of theory is ωB97M-V with the def2-TZVPD basis set.

Properties
- E_HOMO (eV) = -7.95
- energy above the lowest of the compared OMol25 structures with the same formula, charge and spin (kcal/mol) = 43.1
- electronic energy (hartree) = -917.485517
- HOMO-LUMO gap (eV) = 8.7311
- SMILES = C=P(C)(C)OPC

Structure (ORCA input):
```
! RIJCOSX wB97M-V def2-TZVPD def2/J DEFGRID3
* xyz 0 1
C -0.721 0.352 1.879
P -0.796 0.513 0.163
C -1.082 -1.040 -0.675
C -1.843 1.608 -0.818
O 0.771 0.984 -0.665
P 2.304 1.064 -0.048
C 2.873 -0.679 0.341
H -0.548 1.227 2.490
H -0.191 -0.555 2.027
H -0.087 -1.490 -0.872
H -1.682 -1.791 -0.081
H -1.600 -0.905 -1.614
H -2.743 1.118 -1.049
H -2.024 2.571 -0.375
H -1.347 1.490 -1.794
H 1.862 1.328 1.413
H 2.528 -1.287 -0.674
H 2.316 -1.201 1.142
H 3.897 -0.690 0.542
*
```

This record from OMol25 describes 2 unconnected molecules or ions with the total composition C4H12OS at a distorted geometry. The level of theory is ωB97M-V with the def2-TZVPD basis set.

Properties
- E_HOMO (eV) = -8.87
- energy above the lowest of the compared OMol25 structures with the same formula, charge and spin (kcal/mol) = 38.7
- electronic energy (hartree) = -632.965392
- HOMO-LUMO gap (eV) = 9.6112
- SMILES = CCCCS.O

Structure (ORCA input):
```
! RIJCOSX wB97M-V def2-TZVPD def2/J DEFGRID3
* xyz 0 1
C -0.823 1.733 -1.196
C 0.570 1.390 -0.662
C 0.577 0.773 0.806
C 1.901 -0.038 1.199
S 1.381 -1.288 2.494
H -0.883 2.490 -1.828
H -1.365 0.939 -1.641
H -1.589 2.038 -0.461
H 1.178 2.217 -0.935
H 1.045 0.534 -1.336
H -0.273 0.124 0.901
H 0.403 1.672 1.311
H 2.582 0.609 1.796
H 2.388 -0.575 0.347
H 0.924 -0.376 3.352
O -2.705 -3.967 -0.955
H -3.099 -4.670 -1.431
H -2.212 -3.604 -1.764
*
```

This record from OMol25 describes 2 unconnected molecules or ions with the total composition C4H12OS at a distorted geometry. The level of theory is ωB97M-V with the def2-TZVPD basis set.

Properties
- E_HOMO (eV) = -8.42
- energy above the lowest of the compared OMol25 structures with the same formula, charge and spin (kcal/mol) = 37.0
- electronic energy (hartree) = -632.968134
- HOMO-LUMO gap (eV) = 9.2587
- SMILES = CCO.CSC

Structure (ORCA input):
```
! RIJCOSX wB97M-V def2-TZVPD def2/J DEFGRID3
* xyz 0 1
C -1.701 -0.654 -1.224
C -2.046 0.330 -0.146
O -1.241 0.126 1.061
H -1.262 -0.197 -2.064
H -0.896 -1.255 -0.833
H -2.575 -1.169 -1.592
H -3.097 0.276 0.122
H -1.767 1.331 -0.574
H -1.275 1.019 1.441
C 1.685 0.377 1.684
S 1.495 1.336 0.081
C 1.752 -0.313 -0.840
H 2.758 0.189 1.867
H 1.220 -0.604 1.649
H 1.270 0.986 2.502
H 1.522 -1.245 -0.404
H 1.335 -0.183 -1.812
H 2.826 -0.349 -0.919
*
```

This record from OMol25 describes 2 unconnected molecules or ions with the total composition C4H12OS2 at a distorted geometry. The level of theory is ωB97M-V with the def2-TZVPD basis set.

Properties
- E_HOMO (eV) = -7.78
- energy above the lowest of the compared OMol25 structures with the same formula, charge and spin (kcal/mol) = 19.6
- electronic energy (hartree) = -1031.186587
- HOMO-LUMO gap (eV) = 8.4109
- SMILES = CCCSSC.O

Structure (ORCA input):
```
! RIJCOSX wB97M-V def2-TZVPD def2/J DEFGRID3
* xyz 0 1
C -1.002 -0.098 -2.616
C -1.749 -0.891 -1.556
C -1.734 -0.241 -0.142
S -0.018 -0.240 0.411
S 0.468 1.708 0.770
C 2.225 1.712 0.164
H 0.048 -0.009 -2.317
H -1.419 0.909 -2.692
H -1.035 -0.706 -3.520
H -1.328 -1.890 -1.405
H -2.821 -0.929 -1.753
H -2.256 -0.885 0.609
H -2.248 0.709 0.001
H 2.826 1.971 1.022
H 2.167 2.302 -0.742
H 2.492 0.715 -0.209
O 1.428 -1.554 4.740
H 2.324 -1.834 4.982
H 1.634 -0.750 4.253
*
```

This record from OMol25 describes 2 unconnected molecules or ions with the total composition C4H12OS2 at a distorted geometry. The level of theory is ωB97M-V with the def2-TZVPD basis set.

Properties
- E_HOMO (eV) = -7.75
- energy above the lowest of the compared OMol25 structures with the same formula, charge and spin (kcal/mol) = 75.2
- electronic energy (hartree) = -1031.097924
- HOMO-LUMO gap (eV) = 7.2002
- SMILES = CCCSSC.O

Structure (ORCA input):
```
! RIJCOSX wB97M-V def2-TZVPD def2/J DEFGRID3
* xyz 0 1
C 0.810 0.507 2.677
C 0.110 -0.747 2.082
C 0.758 -1.427 0.894
S 0.263 -0.656 -0.689
S 0.010 -1.150 -2.706
C -0.382 0.183 -3.754
H 1.022 1.337 1.895
H 1.727 0.218 3.304
H 0.058 0.958 3.280
H -0.925 -0.528 1.729
H 0.226 -1.499 2.832
H 0.511 -2.469 0.601
H 1.778 -1.512 1.098
H -0.120 1.228 -3.302
H -1.518 0.183 -3.874
H 0.306 0.029 -4.736
O -1.372 2.172 -0.308
H -2.273 1.858 -0.425
H -0.989 1.315 -0.596
*
```

This record from OMol25 describes 2 unconnected molecules or ions with the total composition C4H12S at a distorted geometry. The level of theory is ωB97M-V with the def2-TZVPD basis set.

Properties
- E_HOMO (eV) = -8.48
- energy above the lowest of the compared OMol25 structures with the same formula, charge and spin (kcal/mol) = 13.7
- electronic energy (hartree) = -557.748557
- HOMO-LUMO gap (eV) = 9.5440
- SMILES = CSC.CC

Structure (ORCA input):
```
! RIJCOSX wB97M-V def2-TZVPD def2/J DEFGRID3
* xyz 0 1
C -0.097 -1.506 1.322
S -1.503 -1.553 0.215
C -1.291 0.063 -0.691
H 0.585 -2.305 1.056
H 0.406 -0.537 1.366
H -0.332 -1.621 2.386
H -1.987 0.804 -0.308
H -1.461 0.006 -1.761
H -0.257 0.238 -0.427
C 2.116 1.768 -1.243
C 1.781 2.280 0.168
H 1.715 0.768 -1.378
H 1.629 2.463 -1.926
H 3.178 1.740 -1.474
H 1.192 3.192 0.143
H 1.200 1.530 0.712
H 2.620 2.406 0.846
*
```

This record from OMol25 describes 2 unconnected molecules or ions with the total composition C4H12S at a distorted geometry. The level of theory is ωB97M-V with the def2-TZVPD basis set.

Properties
- E_HOMO (eV) = -9.06
- energy above the lowest of the compared OMol25 structures with the same formula, charge and spin (kcal/mol) = 5.6
- electronic energy (hartree) = -557.761507
- HOMO-LUMO gap (eV) = 9.9963
- SMILES = CCS.CC

Structure (ORCA input):
```
! RIJCOSX wB97M-V def2-TZVPD def2/J DEFGRID3
* xyz 0 1
C -0.073 1.026 -2.130
C -1.234 1.981 -1.926
S -2.348 1.488 -0.579
H 0.778 1.200 -1.463
H 0.304 1.124 -3.144
H -0.357 -0.004 -1.938
H -0.892 3.001 -1.750
H -1.832 1.989 -2.828
H -1.939 2.359 0.351
C 1.224 -1.782 1.239
C 0.620 -1.797 2.641
H 0.971 -2.656 0.626
H 0.992 -0.906 0.632
H 2.320 -1.737 1.263
H 0.104 -2.732 2.866
H -0.046 -0.944 2.770
H 1.407 -1.610 3.369
*
```

This record from OMol25 describes 2 unconnected molecules or ions with the total composition C4H12S2 at a distorted geometry. The level of theory is ωB97M-V with the def2-TZVPD basis set.

Properties
- E_HOMO (spin up / spin down) (eV) = 1.25 / -5.20
- energy above the lowest of the compared OMol25 structures with the same formula, charge and spin (kcal/mol) = 36.9
- electronic energy (hartree) = -955.888542
- HOMO-LUMO gap (spin up / spin down) (eV) = 2.0235 / 8.6416

Structure (ORCA input):
```
! RIJCOSX wB97M-V def2-TZVPD def2/J DEFGRID3
* xyz -1 2
C 2.733 -1.936 -3.244
S 3.135 -0.617 -2.089
C 1.577 0.315 -2.035
H 3.491 -1.968 -4.021
H 1.729 -1.813 -3.639
H 2.639 -2.919 -2.769
H 1.119 0.494 -3.009
H 0.777 0.047 -1.334
H 1.864 1.294 -1.625
C -2.984 0.787 1.550
S -1.623 -0.216 2.260
C -1.228 0.725 3.733
H -2.813 1.040 0.501
H -3.052 1.772 2.019
H -3.877 0.190 1.718
H -2.143 0.680 4.324
H -0.290 0.349 4.131
H -1.056 1.776 3.529
*
```

This record from OMol25 describes 2 unconnected molecules or ions with the total composition C4H12S2 at a distorted geometry. The level of theory is ωB97M-V with the def2-TZVPD basis set.

Properties
- E_HOMO (spin up / spin down) (eV) = 1.16 / -4.92
- energy above the lowest of the compared OMol25 structures with the same formula, charge and spin (kcal/mol) = 59.5
- electronic energy (hartree) = -955.852603
- HOMO-LUMO gap (spin up / spin down) (eV) = 1.7436 / 8.0288

Structure (ORCA input):
```
! RIJCOSX wB97M-V def2-TZVPD def2/J DEFGRID3
* xyz -1 2
C -3.210 -0.345 -2.210
S -1.687 -0.153 -1.098
C -0.572 0.303 -2.481
H -2.853 -0.600 -3.182
H -3.881 0.638 -2.386
H -3.823 -1.060 -1.660
H 0.214 1.092 -2.117
H 0.051 -0.601 -2.771
H -1.226 0.631 -3.300
C 2.958 0.942 2.479
S 2.032 -0.286 1.401
C 0.298 -0.190 1.731
H 2.104 1.684 2.498
H 3.823 1.307 2.014
H 3.272 0.293 3.401
H -0.166 -1.202 1.691
H 0.323 0.108 2.804
H -0.200 0.473 1.046
*
```

This record from OMol25 describes 2 unconnected molecules or ions with the total composition C4H12S2 at a distorted geometry. The level of theory is ωB97M-V with the def2-TZVPD basis set.

Properties
- E_HOMO (eV) = -8.59
- energy above the lowest of the compared OMol25 structures with the same formula, charge and spin (kcal/mol) = 15.4
- electronic energy (hartree) = -955.939960
- HOMO-LUMO gap (eV) = 9.1047
- SMILES = CCC.CSS

Structure (ORCA input):
```
! RIJCOSX wB97M-V def2-TZVPD def2/J DEFGRID3
* xyz 0 1
C 2.271 1.152 -1.648
C 3.147 2.170 -2.386
C 3.320 1.773 -3.862
H 1.215 1.037 -1.897
H 2.261 1.336 -0.571
H 2.768 0.185 -1.755
H 4.109 2.019 -1.885
H 2.892 3.218 -2.268
H 2.386 2.019 -4.388
H 4.019 2.402 -4.400
H 3.405 0.696 -3.900
C -0.142 -0.938 2.392
S -1.617 -1.758 1.975
S -2.780 -0.458 0.768
H 0.374 -1.720 2.969
H -0.303 -0.170 3.156
H 0.567 -0.570 1.655
H -3.782 -0.661 1.602
*
```